Density functional theory data (wB97M-V/def2-TZVPD) for a structure of composition C27H23CoN3O7.

Summary:
Total charge   +1
Lowest unoccupied orbital energy (spin up / spin down)   -4.11 / -5.63 eV
Spin multiplicity   5
Highest occupied orbital energy (spin up / spin down)   -11.02 / -11.02 eV
Expectation value of S²   6.08
ΔE to the lowest compared entry with this formula, charge and spin   0.0 kcal per mole
E_tot   -84793.6292 eV

XYZ file:
```
61
Properties=species:S:1:pos:R:3:nbo_charge:R:1
Co 0.2654 -0.2720 -1.4456 1.55
O 7.1543 -1.4277 0.9967 -0.38
O 6.6051 -0.9604 3.0266 -0.37
O 1.1784 0.1951 0.2707 -0.83
O 0.0962 -2.1724 -0.6021 -0.62
O 2.0535 -0.6873 -2.3590 -0.69
O 0.4338 1.7976 -2.0147 -0.65
O -1.0651 -0.1915 -3.2620 -0.55
N -2.0694 -0.5143 0.4514 -0.20
N 6.3737 -1.0258 1.8362 0.54
N -1.6970 -0.2423 -0.7564 -0.27
C -2.6450 0.3169 -1.5929 0.00
C -2.5673 -0.5937 3.1855 -0.15
C 0.4719 4.1248 -2.3562 -0.72
C 3.3673 -0.5702 -0.3486 -0.27
C 2.7926 0.0081 1.9459 -0.29
C -0.2559 -2.2300 0.5829 0.49
C -1.6146 -1.4237 2.5851 -0.10
C 0.3417 -3.2192 1.4594 -0.30
C -2.2702 0.3651 -2.9573 0.41
C -0.9360 -2.3682 3.3763 -0.07
C 5.0085 -0.7162 1.3998 -0.06
C 3.1257 -0.7853 -1.7471 0.45
C -4.3479 1.4210 -3.4643 -0.13
C -2.8304 -0.6990 4.5391 -0.19
C -1.3006 -1.3243 1.1685 0.25
C 4.6764 -0.8556 0.0844 -0.10
C -0.5865 -0.1052 -4.6156 -0.26
C -3.8937 0.8001 -1.1924 -0.16
C -3.1213 0.9294 -3.8916 -0.31
C 4.0656 -0.2845 2.3446 -0.12
C 0.0361 -3.2573 2.7631 -0.07
C 0.2336 2.9020 -1.5238 0.67
C -2.1524 -1.6306 5.3179 -0.17
C -4.7376 1.3569 -2.1290 -0.23
C -0.2866 3.0609 -0.1300 -0.74
C -1.2095 -2.4636 4.7353 -0.16
C 2.3859 -0.1132 0.5880 0.44
H -3.0981 0.1280 2.5824 0.23
H -1.3318 3.3810 -0.1978 0.25
H 5.4251 -1.1916 -0.6210 0.25
H 4.0059 -1.0770 -2.3349 0.15
H -2.3628 -1.7105 6.3757 0.23
H -4.1655 0.7409 -0.1482 0.24
H -5.7008 1.7451 -1.8297 0.24
H 2.0515 0.3480 2.6576 0.23
H -1.2898 -0.5937 -5.2872 0.20
H 0.3643 -0.6277 -4.6225 0.23
H 0.3845 5.0421 -1.7807 0.23
H 0.5266 -3.9732 3.4129 0.23
H -3.5711 -0.0543 4.9921 0.23
H 0.2493 3.8565 0.3879 0.25
H 4.3687 -0.1889 3.3776 0.26
H 1.0710 -3.8778 1.0087 0.25
H -0.2097 2.1269 0.4190 0.26
H -5.0164 1.8598 -4.1932 0.23
H 1.4589 4.0590 -2.8134 0.26
H -2.8517 0.9805 -4.9354 0.24
H -0.2627 4.1392 -3.1642 0.25
H -0.4408 0.9395 -4.8884 0.20
H -0.6830 -3.1961 5.3337 0.23
```